Computed, not measured: a cluster of 2 separate species, C9H15B in total at a distorted geometry, with wB97M-V/def2-TZVPD.

Summary:
LUMO, eV: 0.1
ΔE to the lowest compared entry with this formula, charge and spin, kcal per mole: 36.6
Gap between HOMO and LUMO, eV: 8.08
Calculated total energy, eV: -10249.050

```
25
Properties=species:S:1:pos:R:3:forces:R:3
H -2.234 -0.960 -0.507 0.0668 -0.3178 0.1848
H 1.001 -1.365 -2.129 -0.0498 0.5492 0.7691
H 0.810 2.157 0.547 -1.4964 0.0398 -0.4341
H 1.952 0.000 -1.534 0.4331 3.3274 -1.0265
H 3.229 -0.588 0.350 0.5123 0.1733 0.4345
H 2.595 -1.473 -1.450 -0.0776 -0.4364 0.1287
H 0.992 -3.275 -0.280 0.0747 0.3943 0.1162
H 0.910 -2.825 1.479 0.1004 0.5416 -1.4814
C 1.637 -0.937 -1.321 0.2052 -3.1738 -1.2996
H -1.932 -0.043 0.939 -0.4049 -0.3311 3.1873
H -3.200 3.151 -0.395 -1.8585 1.5220 -0.3979
C 0.656 -2.485 0.409 0.1829 0.4384 1.9380
C -1.244 2.750 0.100 3.3904 0.1446 2.0496
C 1.215 -1.028 0.087 -4.8541 0.1831 0.3149
H -1.008 3.766 0.410 -0.1673 0.1836 -0.4560
H -0.446 -2.533 0.467 0.3328 0.2043 -0.5298
H 2.128 0.614 1.234 0.6073 -1.6744 -0.8705
C -1.916 -0.012 -0.095 -0.5622 -0.1432 -3.9123
C 2.315 -0.496 0.931 -0.3885 2.0331 1.5972
C -2.812 1.088 -0.482 -0.3181 1.2170 1.2169
H 2.398 -0.971 1.911 0.1410 -0.3081 -0.1979
H -3.813 0.877 -0.774 -0.6744 -0.4105 -0.3892
B -0.462 0.362 0.062 3.1953 -2.0519 -0.0580
C -2.528 2.397 -0.219 -0.4483 -2.9548 -1.2761
C -0.241 1.829 0.259 2.0577 0.8504 0.3918
```
Positions in Å, forces in eV/Å.


Computed, not measured: the molecule C9H15BOS at a distorted geometry, with wB97M-V/def2-TZVPD.

Summary:
LUMO, eV: 0.7
SMILES: CCB1O[C@@H]2[C@H]3CC[C@H](C3)[C@@H]2S1
Gap between HOMO and LUMO, eV: 9.78
Calculated total energy, eV: -23137.864

```
27
Properties=species:S:1:pos:R:3:forces:R:3
O -1.326 0.100 0.037 -0.3114 0.9756 0.0108
H 2.603 -1.414 0.256 0.0305 -0.0017 -0.0233
C 0.620 -0.967 1.072 -0.9466 -1.9207 -1.2847
H -2.608 0.207 -2.979 0.0278 0.1309 -0.0687
H -0.665 0.629 1.874 0.0786 -0.0228 -0.1331
H 0.287 2.169 -0.104 -0.0261 -0.0044 0.0329
B -1.495 -1.089 -0.551 -0.4279 -1.1369 -0.5678
H -4.252 -0.347 -2.658 -0.0381 0.0706 -0.0707
C 0.772 1.308 0.353 -0.3475 0.1485 0.0215
C 1.763 1.645 1.474 -0.1273 0.1371 0.0336
H 1.032 -0.024 -1.368 0.0544 -0.0262 -0.0680
H 2.476 0.942 -0.978 0.0607 0.0312 -0.0516
C 1.613 0.424 -0.565 -0.0637 -0.0535 -0.1263
S -0.261 -2.334 -0.100 0.9767 1.3641 1.2306
C 2.617 0.364 1.584 0.1479 -0.1266 0.0290
H 2.371 2.506 1.198 -0.0263 0.0023 0.0328
H -2.473 -2.126 -2.266 0.0597 -0.0786 0.1172
H -3.520 -1.830 -0.905 0.0632 -0.0682 0.1061
H 0.628 -1.428 2.055 0.0256 0.1164 0.0810
H -3.413 0.674 -1.482 -0.0596 0.1247 -0.0224
H 2.600 -0.071 2.583 0.0454 -0.0202 0.0357
H 3.655 0.562 1.320 0.0435 -0.0191 0.0505
H 1.249 1.882 2.406 0.0128 0.0713 0.0265
C -2.727 -1.378 -1.510 0.2234 0.2047 0.0503
C -0.242 0.294 0.918 0.2499 0.4255 0.4299
C -3.287 -0.132 -2.201 0.0378 -0.1477 0.1285
C 1.984 -0.567 0.537 0.2368 -0.1764 -0.0002
```
Positions in Å, forces in eV/Å.


Computed, not measured: the ion C9H15BrN2O5PS with charge +1 at a distorted geometry, with wB97M-V/def2-TZVPD.

Summary:
LUMO, eV: -5.7
Total charge: +1
Gap between HOMO and LUMO, eV: 7.00
Calculated total energy, eV: -112947.205

```
34
Properties=species:S:1:pos:R:3:forces:R:3
H -0.571 1.805 0.418 0.7100 -2.1850 -0.7275
C -0.910 1.532 -2.339 -0.7308 -1.8931 2.9548
C -1.325 -1.467 -1.284 0.0638 -1.0322 -1.0180
C -1.484 -0.033 -0.505 -0.9555 0.2482 -0.8071
O 4.253 0.910 -1.669 -0.9218 -0.2671 3.4663
O 5.092 -0.700 -0.066 -5.8028 7.0944 -1.9164
H 2.701 1.831 0.561 1.2447 -1.7078 1.0003
C -0.169 0.740 0.093 -1.9287 0.8125 0.8226
C 0.030 -2.313 -0.918 -0.1448 -3.5604 6.8352
H -0.059 -0.682 1.917 1.6045 1.6034 -1.3869
O -4.498 0.274 -0.049 3.0721 0.9647 1.6069
C 4.253 0.342 -0.312 4.3320 -4.7000 0.8958
H 2.497 -0.942 2.107 -0.8760 1.1543 -2.2867
H -3.042 -1.635 2.398 -0.2480 -0.2432 -1.7210
P -2.971 -0.149 0.741 -2.5583 -2.3207 4.0580
H -1.334 -1.257 -2.449 0.2756 -0.4020 2.5300
H -5.046 0.833 0.584 0.9697 -0.9180 -0.9099
H -1.055 2.279 -3.243 0.2531 -1.8630 1.9283
N -1.947 0.899 -1.644 3.4251 3.0318 -2.6538
H 2.272 -1.129 0.245 -0.5182 1.4874 1.6743
C 3.254 0.855 0.927 -0.1422 -0.3088 -1.8583
Br 1.531 -2.412 -2.294 -1.7830 0.1145 1.5257
H 3.905 1.006 1.888 -1.3056 -0.1548 -2.0891
H 3.732 1.764 -1.727 0.8098 -1.3692 0.5122
C 2.152 -0.363 1.122 0.5946 -0.6602 1.1680
S 0.748 1.062 -1.511 -2.9303 1.1001 -0.9815
C 0.621 0.149 1.401 0.3997 0.1027 0.4986
H -2.925 1.105 -1.969 0.9848 -0.6594 0.8314
H -2.267 -2.166 -1.085 2.1888 1.4200 -0.0003
N -3.160 -1.649 1.342 1.2523 3.2549 -0.1941
H -2.597 0.476 2.872 -0.2180 0.7156 -1.4260
O 0.140 -2.969 0.269 -0.6308 4.8545 -8.5919
O -2.691 1.000 2.023 -0.1789 -1.8504 -1.8623
H 0.705 1.039 2.191 -0.3071 -1.8636 -1.8775
```
Positions in Å, forces in eV/Å.


Computed, not measured: a structure of composition C9H15Cl2LaO3PRh at a distorted geometry, with wB97M-V/def2-TZVPD.

Summary:
LUMO (alpha / beta), eV: -13.5 / -19.1
Expectation value of S²: 6.015
Multiplicity: 5
Total charge: +4
ΔE to the lowest compared entry with this formula, charge and spin, kcal per mole: 0.0
Gap between HOMO and LUMO (alpha / beta), eV: 8.33 / 3.28
Calculated total energy, eV: -53870.971

```
32
Properties=species:S:1:pos:R:3:forces:R:3
H 2.907 -2.861 0.701 0.0228 -0.1699 -0.2298
P 0.961 -1.475 -1.470 1.4138 -3.8281 -2.6743
H -0.584 -3.543 -3.480 -0.7112 -0.0576 -0.2964
O 5.244 7.804 -0.640 -3.2345 -2.6643 0.1533
H -0.467 -3.083 -0.433 0.6602 0.1121 0.4620
La 2.558 5.282 -0.286 -0.5584 -2.0234 -0.1613
C -0.390 -3.845 -2.450 2.0242 1.4425 0.8091
H 1.788 -3.953 -0.123 0.2242 -0.0146 -0.1611
C 0.218 -0.630 1.156 -5.4361 -3.4458 8.2094
C 2.125 7.749 0.148 -0.6089 7.7312 1.8666
C -0.401 -2.685 -1.458 -2.0057 -1.1968 -1.5060
H 2.767 -2.831 -2.362 -0.2357 0.4415 -0.0209
C 0.808 -0.635 -3.085 -1.3874 0.1394 -2.0587
H -0.298 -1.979 -4.367 -0.3110 0.2164 -0.4212
H 3.524 -4.047 -0.468 -0.2184 0.2533 0.0253
H 0.739 -0.818 -5.188 -0.1660 0.1924 -0.6314
C 0.676 -1.490 -4.329 0.5440 -0.4516 1.4415
H 1.481 -2.225 -4.421 0.0636 0.1747 -0.1952
H -1.284 -2.045 -1.610 -0.0183 -0.1663 -0.0076
C 2.586 -2.335 -1.392 0.3326 0.0035 0.4221
H 0.549 -4.408 -2.444 -0.1876 -0.1493 0.3284
H 1.680 0.031 -3.149 0.3829 -0.2314 0.3259
H 3.314 -1.524 -1.226 0.1114 -0.2942 -0.3701
O 2.176 8.882 0.397 -0.3684 -5.5505 -1.2515
C 4.360 7.077 -0.583 4.9361 3.4741 -0.5148
Rh 1.103 0.204 -0.244 2.5577 6.2658 0.5713
H -1.188 -4.539 -2.162 -0.7701 -0.4339 -0.1091
O -0.453 -1.094 1.994 3.2868 2.0032 -4.3198
Cl 4.677 4.113 -0.891 0.2584 -0.0762 -0.1062
C 2.697 -3.351 -0.258 -0.1159 -0.2009 0.7367
Cl 1.478 2.754 0.140 -0.5670 -1.5273 -0.1800
H -0.092 -0.014 -2.968 0.0818 0.0321 -0.1364
```
Positions in Å, forces in eV/Å.


> Which of these has the lowest calculated total energy?

C9H15BrN2O5PS


> What is the calculated total energy in the fourth record?

-53870.971 eV


> The highest calculated total energy belongs to which entry?

C9H15B


> Which of these has the highest calculated total energy?

C9H15B